w:
Formula: C15H22O12
Source: the Open Molecules 2025 dataset
Level of theory: ωB97M-V/def2-TZVPD

```
49
Properties=species:S:1:pos:R:3
C 0.4882 2.0942 -1.8763
C -0.8092 2.2259 -1.0514
C -2.0678 2.2856 -1.8587
O -2.9858 1.5464 -1.1805
C -2.3322 0.7873 -0.2111
O -2.7950 -0.2599 0.2123
O -0.9161 1.1475 -0.1388
H 1.3425 1.9805 -1.2090
H 0.7324 3.0030 -2.4264
H 0.5820 1.1895 -2.4770
H -0.8995 3.1750 -0.5229
H -1.9500 1.6808 -2.7578
H -2.3295 3.3072 -2.1343
C 8.9556 -0.1159 -5.6945
C 9.7454 0.6761 -6.7562
C 10.5620 1.6811 -6.0040
O 11.8371 1.4652 -6.4378
C 11.9635 0.4426 -7.2298
O 12.9290 0.0498 -7.8762
O 10.7601 -0.1694 -7.2415
H 8.5111 -1.0067 -6.1384
H 8.1434 0.4939 -5.2988
H 9.6084 -0.4230 -4.8774
H 9.2733 0.9223 -7.7073
H 10.5974 1.3996 -4.9515
H 10.0599 2.6034 -6.2963
C -2.0882 -5.6229 6.8464
C -2.2071 -6.7828 7.8518
C -3.5613 -7.4796 8.1277
O -3.4745 -8.4982 7.1671
C -2.2899 -8.7430 6.8413
O -1.9216 -9.6269 6.0663
O -1.4454 -7.8058 7.3485
H -2.7615 -5.9849 6.0694
H -1.1804 -5.3477 6.3096
H -2.7424 -4.7777 7.0605
H -1.8372 -6.3732 8.7917
H -4.4826 -6.8995 8.1799
H -3.5495 -8.0670 9.0458
O -9.0749 7.1361 -1.9526
C -8.8839 6.6098 -0.8566
O -7.6636 6.1374 -0.3926
C -7.7069 5.8317 1.0058
C -9.1401 5.6429 1.0648
O -9.7891 6.2999 0.0557
H -7.1290 4.9111 1.0868
H -7.2363 6.6848 1.4947
H -9.6000 6.0095 1.9825
H -9.2408 4.5639 0.9476
```

* net charge: 0
* SMILES: C[C@H]1COC(=O)O1.C[C@H]1COC(=O)O1.C[C@H]1COC(=O)O1.O=C1OCCO1
* LUMO: 0.29 eV
* Kohn-Sham gap: 10.919 eV

Atomic partial charges in e from the Mulliken method, atoms 1 to 8: C -1.3752; C 0.4912; C -0.4783; O -0.3133; C 0.5780; O -0.4923; O -0.3426; H 0.3645

---

x:
Formula: C15H22O12
Source: the Open Molecules 2025 dataset
Level of theory: ωB97M-V/def2-TZVPD

```
49
Properties=species:S:1:pos:R:3
C 11.3703 13.5497 -14.6270
C 11.7532 14.7588 -15.1959
O 12.0302 14.5925 -16.5106
C 11.9249 13.2134 -16.7646
O 12.2769 12.6109 -17.7887
O 11.2962 12.7024 -15.7618
H 10.3778 13.6144 -14.1809
H 12.1459 13.3136 -13.8985
H 12.5477 14.9859 -14.4850
H 10.9680 15.4811 -14.9728
C 13.7022 13.6938 -18.6323
C 14.7927 12.6106 -18.6858
C 14.9012 11.8878 -20.0556
O 16.0235 12.3910 -20.5684
C 16.6455 13.1177 -19.7118
O 17.7252 13.5969 -19.9263
O 15.9933 13.2420 -18.6806
H 12.7461 13.1714 -18.6656
H 13.7336 14.1690 -19.6128
H 13.8820 14.3903 -17.8134
H 14.7453 12.0858 -17.7317
H 13.9849 12.0372 -20.6267
H 15.1798 10.8390 -19.9530
C 14.3401 17.6259 -11.1455
C 13.7246 16.3704 -10.7185
C 12.1892 16.5487 -10.3831
O 11.6341 15.4793 -11.2412
C 12.6726 14.8608 -11.9862
O 12.4682 14.1257 -12.9131
O 13.8490 15.5360 -11.8268
H 15.4177 17.5369 -11.2832
H 14.3625 18.4354 -10.4159
H 13.8928 18.0153 -12.0601
H 14.1193 15.9005 -9.8177
H 11.8329 17.5177 -10.7326
H 11.8851 16.3862 -9.3490
C 9.9015 11.7152 -18.4094
C 9.4381 10.3176 -17.9598
C 10.3896 9.2415 -17.6647
O 9.9044 8.7426 -16.4798
C 9.0938 9.5995 -15.8943
O 8.6455 9.5321 -14.7782
O 8.6907 10.4948 -16.7693
H 10.6378 12.2920 -17.8498
H 9.0760 12.3269 -18.7735
H 10.2653 11.5311 -19.4203
H 8.6997 9.8410 -18.6046
H 11.4042 9.6344 -17.5991
H 10.5569 8.4534 -18.3988
```

* net charge: 0
* LUMO: 0.01 eV
* Kohn-Sham gap: 7.833 eV

Atomic partial charges in e from the Mulliken method, atoms 1 to 8: C -0.2048; C -0.5123; O -0.4093; C 0.8332; O -0.4046; O -0.2978; H 0.2624; H 0.3331

---

Energy above the most stable structure, in kcal/mol: w 0.0; x 153.8

---

w:
Formula: C5H13N3
Source: the Open Molecules 2025 dataset
Level of theory: ωB97M-V/def2-TZVPD

```
21
Properties=species:S:1:pos:R:3
C -0.5464 -1.5449 0.5739
C -0.2539 -0.4044 -0.0079
C -0.8298 0.6596 -0.7767
N -2.4711 0.3143 -0.7283
N -3.1574 0.5239 0.4852
N 1.3076 0.1030 -0.3530
C 2.2529 -0.9834 -0.4032
C 1.7655 1.2515 0.3854
H 0.2226 -2.1804 0.9875
H -1.5592 -1.9166 0.6082
H -0.8072 1.6350 -0.2928
H -0.6151 0.6592 -1.8432
H -2.6529 -0.6398 -1.0309
H -2.7011 0.0930 1.2917
H -3.2176 1.5229 0.6531
H 1.9016 -1.7455 -1.1015
H 2.4137 -1.4604 0.5774
H 3.2280 -0.6220 -0.7446
H 1.1730 2.1325 0.1322
H 1.7527 1.0970 1.4774
H 2.7942 1.5055 0.1099
```

* net charge: 0
* SMILES: C=C(CNN)N(C)C
* LUMO: 0.89 eV
* Kohn-Sham gap: 9.074 eV

Atomic partial charges in e from the Mulliken method, atoms 1 to 8: C -0.9352; C 0.5404; C -0.4475; N -0.4678; N -0.5299; N 0.0559; C -1.0363; C -0.9731

---

x:
Formula: C5H13N3
Source: the Open Molecules 2025 dataset
Level of theory: ωB97M-V/def2-TZVPD

```
21
Properties=species:S:1:pos:R:3
C -1.5712 -0.9406 -1.0318
N -3.0063 -0.5565 -1.0730
C -3.4049 0.5281 -0.5237
N -2.6006 1.6741 -0.0988
H -1.3834 -1.6213 -1.8390
H -1.2856 -1.4371 -0.0526
H -0.9644 -0.0165 -1.2115
H -4.4651 0.7635 -0.3472
H -3.0043 2.5205 -0.5689
H -2.8464 1.8955 0.8574
C 2.1646 1.3944 -0.4107
C 1.9546 0.4617 0.5488
C 2.1705 -1.0126 0.4217
N 2.9518 -1.5454 1.5892
H 1.8169 2.4180 -0.3315
H 2.6962 1.1176 -1.3062
H 1.4248 0.7435 1.4088
H 1.1482 -1.4312 0.3754
H 2.7452 -1.1858 -0.5066
H 2.8629 -2.5627 1.6149
H 2.5965 -1.2070 2.4854
```

* net charge: 0
* SMILES: C/N=C\N.C=CCN
* LUMO: 0.79 eV
* Kohn-Sham gap: 10.040 eV

Atomic partial charges in e from the Mulliken method, atoms 1 to 8: C -0.6163; N -0.4374; C 0.0643; N -0.6212; H 0.2937; H 0.1930; H 0.3014; H 0.3079

---

y:
Formula: C5H13N3
Source: the Open Molecules 2025 dataset
Level of theory: ωB97M-V/def2-TZVPD

```
21
Properties=species:S:1:pos:R:3
C -1.8474 -0.7706 2.6600
C -1.7687 -1.0146 1.3112
C -2.1010 0.1490 0.3511
C -1.4471 -2.3757 0.7077
H -1.7433 -1.5781 3.3796
H -2.1702 0.1813 3.0574
H -1.1796 0.5619 -0.1088
H -2.6294 0.8893 0.9285
H -2.7752 -0.2213 -0.4532
H -1.1415 -3.0941 1.4626
H -0.5708 -2.2431 0.0357
H -2.2535 -2.7961 0.0873
N 0.9289 0.5939 -2.2513
C 1.7343 1.0116 -1.3076
N 1.5997 2.1118 -0.4926
N 2.9005 0.2735 -1.0857
H 0.1637 1.2535 -2.3407
H 0.6996 2.5220 -0.3150
H 2.2116 2.1046 0.3063
H 3.1981 0.1776 -0.0995
H 2.7666 -0.6102 -1.4672
```

* net charge: 0
* SMILES: C=C(C)C.N=C(N)N
* LUMO: 0.67 eV
* Kohn-Sham gap: 9.683 eV

Atomic partial charges in e from the Mulliken method, atoms 1 to 8: C -0.9695; C 0.8699; C -0.9260; C -1.0689; H 0.2669; H 0.2692; H 0.0422; H 0.3582

---

Energy above the most stable structure, in kcal/mol: w 79.1; x 40.8; y 0.0

---

w:
Formula: C2H4INO2
Source: the Open Molecules 2025 dataset
Level of theory: ωB97M-V/def2-TZVPD

```
10
Properties=species:S:1:pos:R:3
C -0.3331 -1.0510 1.5977
N -1.0492 -0.5973 0.8117
O -1.8527 -0.1204 0.0963
H 0.4637 -1.7803 1.8007
C 2.4266 -0.6910 -0.6956
O 1.4087 -0.0838 -0.4897
H 2.9851 -1.0539 0.0643
H 2.7752 -0.7107 -1.6705
I -4.1547 3.4396 -0.7842
H -2.6695 2.6489 -0.7308
```

* net charge: 0
* SMILES: C#[N+][O-].C=O.I
* LUMO: 0.44 eV
* Kohn-Sham gap: 10.109 eV

Atomic partial charges in e from the Mulliken method, atoms 1 to 8: C -0.1298; N 0.4453; O -0.5731; H 0.2609; C -0.1550; O -0.3673; H 0.2545; H 0.2676

---

x:
Formula: C2H4INO2
Source: the Open Molecules 2025 dataset
Level of theory: ωB97M-V/def2-TZVPD

```
10
Properties=species:S:1:pos:R:3
C 0.7863 -0.8491 -0.3971
C -0.4106 0.0236 -0.3358
I -1.8653 -1.1739 0.7800
N -0.2485 1.2196 0.5911
O 0.2983 1.0557 1.6615
O -0.8612 2.1650 0.2006
H 1.1514 -0.6174 0.5805
H 1.4731 -0.3263 -1.0351
H 0.5366 -1.9081 -0.8098
H -0.8600 0.4108 -1.2359
```

* net charge: 0
* SMILES: C[C@@H](I)[N+](=O)[O-]
* LUMO: -0.71 eV
* Kohn-Sham gap: 9.288 eV

Atomic partial charges in e from the Mulliken method, atoms 1 to 8: C -1.1510; C -0.4133; I 0.1006; N 0.8327; O -0.4953; O -0.5468; H 0.4493; H 0.3212

---

Energy above the most stable structure, in kcal/mol: w 25.6; x 0.0

---

w:
Formula: H31O16
Source: the Open Molecules 2025 dataset
Level of theory: ωB97M-V/def2-TZVPD

```
47
Properties=species:S:1:pos:R:3
O 5.0584 1.4697 0.5039
H -0.4727 -0.8582 1.4472
H 0.0836 2.6962 -1.2696
O 1.1420 0.5719 -3.6039
H 4.8033 2.2790 0.0703
H 4.8088 0.7103 -0.0236
O 0.4996 -1.7934 -1.3851
H 0.6745 0.9126 -2.8076
H 0.3085 1.2757 -0.5619
O 0.0926 1.7491 -1.3853
H -4.5324 0.5978 -4.4097
H 0.8674 1.1667 -4.3015
O -4.6046 0.7998 -3.4806
H -1.0067 0.4298 -4.0216
H -2.6481 -2.1678 3.2210
O 4.9035 -1.8167 -0.5173
H 4.5491 -2.5722 -0.0583
H 4.5893 -1.5566 -1.3799
O -3.6938 0.9994 2.6885
H -3.0770 1.6682 2.9339
H -3.4732 0.7490 1.7895
O 0.9176 3.8658 -2.7944
H 1.8466 3.6016 -2.7802
H 0.4014 -1.2248 -0.6132
O -2.6312 -3.0908 -0.2650
H -2.6181 -3.2174 0.6892
O -1.4734 1.1823 -4.2082
H -4.1604 1.5894 -3.1863
H -1.4079 2.0006 -3.7335
O -0.5378 -3.6693 4.3394
H -0.1348 -2.4639 -1.0884
H -0.9625 -3.5341 3.4906
O -3.5610 -1.9055 3.2631
H 1.9063 0.8884 0.1625
H -3.6701 -1.0862 2.7860
O 0.2378 0.1691 0.8543
H -0.3981 0.8454 1.0869
H 2.5298 -0.7027 3.8101
O -0.8336 -1.7529 1.9372
H 2.0332 0.4112 4.6087
H -0.0190 -2.0817 2.3310
O 1.9519 -0.5496 4.5684
H -2.9561 -2.1966 -0.3818
H 0.9765 4.7875 -3.0728
O 2.5622 1.5484 -0.1342
H -0.9293 -3.0851 4.9891
H 2.0578 2.3603 -0.1071
```

* net charge: -1
* LUMO: 2.00 eV
* Kohn-Sham gap: 8.477 eV

Atomic partial charges in e from the Mulliken method, atoms 1 to 8: O -0.6167; H 0.1968; H 0.3337; O -0.6649; H 0.2841; H 0.3171; O -0.6528; H 0.3849

---

x:
Formula: H31O16
Source: the Open Molecules 2025 dataset
Level of theory: ωB97M-V/def2-TZVPD

```
47
Properties=species:S:1:pos:R:3
O -3.1353 2.6355 -1.6570
H 3.1817 -0.0107 0.2856
H 2.1166 -2.4592 4.0102
O 4.0446 4.0857 -1.2776
H -2.6655 1.8376 -1.9797
H -3.7868 2.7373 -2.3641
O -1.9567 -2.9355 -3.5883
H 4.4619 3.2590 -1.5161
H 2.9712 -3.1447 2.8739
O 2.5350 -3.2611 3.7166
H -1.5215 -0.9612 1.9915
H 3.2168 3.9462 -0.8156
O 4.0276 0.4307 0.4066
H 0.7083 4.3485 2.6629
H -0.0681 4.4306 -0.2181
O -1.4674 0.4055 -1.6206
H -1.9042 2.1989 0.4713
H -0.5525 -0.2429 -2.9129
O -1.2997 -4.5040 0.1065
H -1.7417 -4.1204 0.8694
H -1.9671 -4.6420 -0.5622
O 3.1179 -2.9044 0.5764
H 2.9443 -3.0660 -0.3547
H -1.8851 -2.1632 -3.0118
O 1.3946 1.7935 1.5327
H 0.9487 1.0866 1.9794
O 0.3290 4.4272 3.5514
H 4.0168 0.6389 1.3471
H -0.6062 4.2746 3.3863
O -1.0239 1.8850 0.2541
H -2.7383 -2.6987 -4.0881
H -1.1210 1.0949 -0.8062
O 0.5025 4.0698 0.4621
H -1.0948 -0.3650 0.7903
H 1.7409 -5.0191 0.2370
O -4.9982 1.0741 -0.0925
H -0.3905 -1.4524 -3.8279
H -1.5238 -0.4241 -1.1361
O 1.4237 -5.2556 1.0968
H -0.1238 3.3666 0.7812
H -5.3274 1.1744 -0.9989
O -1.3972 -1.2478 1.0744
H 1.1915 2.1284 0.6617
H 3.3814 -1.9804 0.6347
O -0.2389 -0.5016 -3.8205
H -4.3332 1.7858 -0.2174
H 0.6139 -5.7554 1.1066
```

* net charge: -1
* LUMO: 2.38 eV
* Kohn-Sham gap: 8.843 eV

Atomic partial charges in e from the Mulliken method, atoms 1 to 8: O -0.6230; H 0.2308; H 0.2912; O -0.6626; H 0.3708; H 0.2480; O -0.6870; H 0.3080

---

Energy above the most stable structure, in kcal/mol: w 7.8; x 0.0